{"formula": "C68H76AgB2F8KN12O4", "method": "the ωB97M-V functional and the def2-TZVPD basis", "symbols": ["K", "Ag", "B", "F", "F", "F", "F", "B", "F", "F", "F", "F", "O", "C", "O", "C", "C", "C", "H", "H", "H", "H", "H", "H", "H", "H", "O", "C", "O", "C", "C", "C", "H", "H", "H", "H", "H", "H", "H", "H", "N", "C", "C", "C", "C", "C", "H", "H", "H", "H", "H", "N", "C", "C", "C", "C", "C", "H", "H", "H", "H", "H", "N", "C", "C", "C", "C", "C", "H", "H", "H", "H", "H", "N", "C", "C", "C", "C", "C", "H", "H", "H", "H", "H", "N", "C", "C", "C", "C", "C", "H", "H", "H", "H", "H", "N", "C", "C", "C", "C", "C", "H", "H", "H", "H", "H", "N", "C", "C", "C", "C", "C", "H", "H", "H", "H", "H", "N", "C", "C", "C", "C", "C", "H", "H", "H", "H", "H", "N", "C", "C", "C", "C", "C", "H", "H", "H", "H", "H", "N", "C", "C", "C", "C", "C", "H", "H", "H", "H", "H", "N", "C", "C", "C", "C", "C", "H", "H", "H", "H", "H", "N", "C", "C", "C", "C", "C", "H", "H", "H", "H", "H"], "positions_angstrom": [[0.1058, 3.1582, 1.2394], [1.4209, -2.7413, 1.4330], [4.6474, -1.9176, 1.3660], [4.1795, -3.2560, 1.6737], [5.1141, -1.2789, 2.5631], [5.6126, -1.9908, 0.3144], [3.4305, -1.3206, 0.9151], [-0.6975, 0.0156, 0.3801], [-0.6245, -1.2100, -0.3384], [-0.6266, 1.1505, -0.4234], [-1.9413, 0.1390, 1.0448], [0.3656, -0.0548, 1.3333], [-3.3629, 3.8274, -5.8196], [-2.9045, 3.7771, -6.9360], [-2.1478, 2.7149, -7.3636], [-1.6854, 1.8319, -6.2792], [-0.7064, 2.4059, -5.3564], [-3.0929, 4.7504, -8.0624], [-1.2015, 0.9463, -6.7526], [-2.5623, 1.4639, -5.7329], [0.2344, 2.7614, -5.8198], [-0.5185, 1.6095, -4.6324], [-0.9961, 3.2711, -4.7996], [-3.6955, 5.5880, -7.6963], [-3.6020, 4.3037, -8.9345], [-2.0985, 5.0988, -8.3467], [-0.4532, 3.5357, 3.7381], [-0.4043, 2.6673, 4.5801], [0.2778, 2.9840, 5.6912], [0.4630, 2.1050, 6.8614], [1.2069, 3.0011, 7.7995], [-1.0288, 1.2580, 4.3716], [1.0718, 1.2697, 6.5610], [-0.4690, 1.8191, 7.2997], [2.0122, 3.5386, 7.3178], [1.6730, 2.4785, 8.6206], [0.4995, 3.7704, 8.1399], [-2.1208, 1.4600, 4.2401], [-0.7139, 0.6279, 5.1714], [-0.6379, 0.7986, 3.3973], [1.0371, -5.6195, 1.8433], [-0.1263, -5.8995, 2.4382], [-0.2184, -6.4103, 3.6975], [0.9821, -6.6304, 4.3966], [2.1746, -6.3326, 3.8131], [2.1436, -5.8054, 2.5038], [-0.9894, -5.5593, 1.8575], [-1.1719, -6.6787, 4.1439], [0.9466, -7.0967, 5.3787], [3.1085, -6.5017, 4.2488], [3.0197, -5.4921, 1.9472], [2.8046, 2.4465, 3.0255], [3.5084, 1.3102, 3.2258], [4.6037, 1.2809, 4.1095], [4.8979, 2.3375, 4.9252], [4.0756, 3.4978, 4.7755], [3.1048, 3.5022, 3.7804], [3.1688, 0.4263, 2.6722], [5.1612, 0.3418, 4.1653], [5.7298, 2.3641, 5.6364], [4.2532, 4.3084, 5.4410], [2.4530, 4.4124, 3.7730], [-0.1226, -1.9108, -5.2190], [0.6927, -1.2340, -5.9616], [1.6203, -0.2805, -5.4754], [1.6236, -0.1014, -4.1221], [0.6729, -0.7247, -3.3334], [-0.2132, -1.5644, -3.9495], [0.7702, -1.4454, -7.0521], [2.3262, 0.2332, -6.1538], [2.3582, 0.4648, -3.5874], [0.5766, -0.3896, -2.3805], [-0.9859, -2.0903, -3.3524], [-2.8652, 3.0808, 1.5544], [-3.1162, 4.1999, 2.2307], [-4.3945, 4.7016, 2.5096], [-5.4417, 4.1417, 1.8984], [-5.2119, 3.0781, 1.0368], [-3.9657, 2.5039, 1.0118], [-2.2632, 4.7076, 2.6320], [-4.4946, 5.6267, 3.0427], [-6.4438, 4.5982, 1.8481], [-5.9615, 2.6500, 0.3695], [-3.8006, 1.5868, 0.4816], [-5.0520, -5.3243, -3.0980], [-5.1130, -4.0506, -3.4494], [-4.1484, -3.4371, -4.1946], [-2.9875, -4.1527, -4.4617], [-2.8911, -5.4889, -4.1028], [-3.9873, -6.0432, -3.4614], [-5.9856, -3.5035, -3.1063], [-4.1152, -2.3997, -4.4969], [-2.2163, -3.6411, -5.0522], [-2.1052, -6.1317, -4.4194], [-4.0046, -7.1164, -3.2955], [-3.9711, 0.7109, -3.5731], [-3.2230, 0.0960, -2.6667], [-3.7117, -0.3913, -1.4907], [-5.0785, -0.3535, -1.2646], [-5.8214, 0.3165, -2.2187], [-5.2423, 0.7841, -3.3367], [-2.1137, 0.1249, -2.8236], [-3.0085, -0.7520, -0.7730], [-5.5062, -0.7349, -0.3659], [-6.8825, 0.5215, -2.1036], [-5.9108, 1.2796, -3.9851], [-1.2770, 4.5322, -0.9909], [-1.8638, 5.6549, -0.6221], [-3.0851, 6.0828, -1.1373], [-3.6907, 5.2503, -2.0754], [-3.0112, 4.1759, -2.5729], [-1.8148, 3.8260, -1.9799], [-1.4083, 6.2192, 0.1885], [-3.5960, 6.9328, -0.8464], [-4.5583, 5.5683, -2.5684], [-3.4957, 3.5704, -3.3118], [-1.3579, 2.8982, -2.2538], [1.7069, -3.3556, -0.8527], [2.8654, -3.0585, -1.5321], [3.1020, -3.4016, -2.8884], [2.1203, -4.1550, -3.5034], [0.9319, -4.4901, -2.8086], [0.8186, -4.1601, -1.4684], [3.6017, -2.5062, -1.0730], [4.0825, -3.2216, -3.3332], [2.3316, -4.4635, -4.5196], [0.2016, -5.1376, -3.3201], [-0.0618, -4.4188, -0.9266], [1.0804, -2.7239, 3.6056], [2.2467, -2.7960, 4.3147], [2.3389, -2.6951, 5.6837], [1.2006, -2.4149, 6.4108], [0.0138, -2.3843, 5.7106], [-0.0035, -2.5797, 4.3482], [3.1156, -2.9107, 3.6924], [3.3657, -2.8386, 6.0399], [1.2471, -2.2922, 7.4856], [-0.9094, -2.2171, 6.1856], [-0.9017, -2.6886, 3.7738], [-2.6417, -3.6467, 2.5408], [-2.1557, -3.1014, 1.4528], [-2.5998, -3.4341, 0.2272], [-3.5704, -4.3839, 0.0964], [-4.1085, -4.9983, 1.2312], [-3.6472, -4.5636, 2.4670], [-1.3949, -2.4434, 1.6501], [-2.1497, -2.9445, -0.5678], [-3.9835, -4.6443, -0.9241], [-4.7904, -5.8265, 1.2141], [-3.9835, -4.9964, 3.3857], [2.1800, 2.5573, -0.8839], [2.8026, 3.3492, -1.7774], [3.8755, 2.9366, -2.5509], [4.3351, 1.6479, -2.4069], [3.7421, 0.8400, -1.4337], [2.6299, 1.3038, -0.7641], [2.5887, 4.4560, -1.7844], [4.3995, 3.6354, -3.1969], [5.1656, 1.2712, -3.0369], [4.1225, -0.1384, -1.1941], [2.1675, 0.6969, 0.0490], [8.3403, 2.6560, 0.7732], [7.5008, 1.6465, 1.0128], [6.1488, 1.8108, 1.0386], [5.6469, 3.0563, 0.7246], [6.5212, 4.1209, 0.4945], [7.8660, 3.8953, 0.6420], [7.9348, 0.6889, 1.2081], [5.4870, 0.9547, 1.1820], [4.5684, 3.2941, 0.7775], [6.1491, 5.1016, 0.2440], [8.5430, 4.6965, 0.4101]], "forces_ev_per_a": [[0.12, -0.31, -0.49], [-0.12, -0.24, -0.85], [-0.07, -1.17, 0.14], [0.74, 0.43, 0.19], [-0.31, -0.57, -1.43], [-0.97, 0.49, 1.21], [0.61, 0.93, -0.05], [-0.49, -0.57, 0.56], [-0.19, 0.67, -0.16], [0.68, -0.10, -0.42], [0.36, -0.56, 0.24], [-0.29, 0.52, -0.13], [0.17, 0.50, -0.55], [0.02, -1.66, -0.09], [0.31, 0.45, 0.92], [-1.10, -1.10, -1.25], [1.60, 0.73, 0.63], [-0.38, 0.41, 0.18], [-0.57, 0.73, -0.17], [0.10, 0.18, -0.10], [-0.24, -0.74, -0.07], [0.42, 0.13, 0.03], [-0.87, 0.48, 0.39], [0.19, -0.14, -0.13], [0.40, 0.01, 0.46], [-0.15, 0.04, -0.21], [-0.26, -0.11, 0.06], [0.32, -0.68, -0.43], [-0.53, -0.74, 0.51], [0.85, 1.14, -1.17], [-0.19, 0.83, 0.42], [0.53, 1.50, -1.54], [0.03, -0.56, -0.17], [-0.72, -0.38, -0.05], [0.16, -0.05, -0.47], [-0.24, -0.27, 0.45], [0.33, -0.22, 0.29], [0.82, -0.63, 0.34], [-0.44, -0.66, 0.61], [-0.53, 0.84, 1.24], [-0.82, 0.48, -0.61], [-0.48, 0.84, -0.85], [0.32, -0.45, 0.84], [-0.97, -0.61, 0.43], [-0.44, 0.71, -1.82], [0.70, -0.32, 0.59], [0.02, -0.60, 0.28], [0.11, 0.21, -0.09], [0.02, 0.18, -0.07], [1.19, -0.21, 0.88], [0.38, -0.19, 0.35], [-0.12, -0.74, 0.02], [-0.08, 1.24, 0.14], [-0.19, -1.78, -0.32], [-0.88, 1.99, -0.25], [1.06, -1.92, -0.35], [-0.35, 0.98, 1.34], [0.40, 0.38, 0.13], [-0.13, 0.37, -0.03], [-0.36, -0.28, -0.29], [-0.13, 0.77, 0.16], [0.46, -0.93, -0.62], [-1.41, -0.57, -0.44], [2.31, 1.15, -1.93], [-0.12, -0.54, -0.80], [0.43, 0.05, 0.49], [-0.03, 0.16, -2.56], [-0.71, -1.12, 1.60], [-0.44, -0.11, 0.81], [-0.53, -0.42, 0.47], [0.28, 0.61, -0.19], [-0.31, 0.29, 2.97], [0.45, 0.39, -0.38], [-1.08, 0.21, 0.16], [-0.22, -0.37, 0.43], [1.92, 0.91, 0.33], [-2.46, -0.27, -2.13], [-0.29, -0.78, -0.01], [1.09, 0.32, -0.18], [0.41, 0.23, 0.20], [0.03, 0.17, 0.43], [0.54, -0.19, 0.56], [-0.08, 0.14, 0.49], [0.20, -0.26, -0.27], [-0.11, -0.95, 0.20], [-0.77, 0.19, 0.38], [1.71, 0.35, -0.05], [0.39, 0.23, -0.87], [-0.92, 0.40, -0.15], [-0.06, 0.26, -0.17], [-0.05, -0.03, -0.07], [-0.65, 0.11, 0.10], [-0.04, -0.36, 0.37], [0.73, -0.19, -0.07], [-0.15, 0.10, 0.34], [1.70, -0.15, -1.24], [1.72, 1.02, -0.48], [-0.31, -0.70, 0.56], [0.51, 0.65, -0.39], [-1.71, -0.93, 1.89], [-0.50, 0.51, -0.22], [-1.10, -0.17, 0.01], [0.09, -0.39, 0.39], [-0.26, -0.21, 0.51], [0.04, -0.33, 0.18], [-0.19, 0.70, -1.28], [0.85, -0.28, -0.03], [-0.92, 0.67, 0.38], [0.69, -2.27, -0.69], [1.30, 1.22, 0.05], [-0.27, -0.67, 0.34], [-0.50, -0.04, 0.22], [0.17, -0.01, -0.12], [-0.60, 1.71, 0.83], [-1.45, 0.26, -0.33], [0.23, -0.33, -0.45], [0.56, -0.32, -0.05], [1.75, -0.28, -0.55], [-2.53, -1.08, -1.62], [-0.57, -0.60, 1.82], [-0.35, 0.17, 0.13], [1.07, -0.81, -0.86], [0.42, 1.31, -0.88], [1.23, 1.12, 1.50], [-0.45, 0.17, 0.06], [-0.51, -0.18, -0.08], [0.24, 0.51, 0.48], [-0.40, -0.23, 0.49], [1.73, -0.15, 1.40], [-0.80, 0.20, -1.27], [1.13, -0.09, -0.56], [0.18, -0.31, 0.17], [0.35, 0.03, 0.02], [-0.34, -0.14, -0.91], [0.42, -0.15, 0.03], [-0.65, 0.27, 0.48], [-0.12, 0.06, -0.02], [-0.99, 0.12, 0.65], [-0.75, 0.27, 0.23], [-1.54, -1.02, 1.89], [-1.05, -1.29, 1.49], [-0.45, -0.36, -0.67], [-1.61, -1.11, -1.46], [0.57, 0.39, 0.51], [1.64, 0.88, -1.31], [1.80, 1.77, -0.11], [0.52, 0.68, -1.70], [0.68, 0.19, 1.31], [-0.43, -0.05, -0.37], [-0.19, -0.08, 0.45], [0.04, 0.68, -0.67], [0.17, 1.05, 0.79], [0.08, 0.18, -0.23], [0.55, -0.85, -0.01], [0.17, -0.12, -0.73], [-0.13, 0.09, 1.42], [-0.38, -1.37, 0.03], [-0.27, -0.06, -0.03], [-0.49, 0.29, 0.65], [0.07, -0.20, -0.08], [0.29, 0.39, -0.90], [0.85, 0.10, 0.85], [0.88, 0.77, -0.14], [-1.42, -0.36, -0.40], [-0.85, 1.18, 0.39], [-0.85, -0.29, 0.56], [-0.22, -1.01, -1.38], [0.30, -0.48, -0.07], [0.22, 0.28, 0.19], [0.57, -0.52, -0.33], [-0.09, 0.15, 0.09], [0.57, 0.12, 0.25]], "gap_ev": 9.009, "total_charge": 0, "e_tot_ha": -5190.8712, "multiplicity": 1, "lumo_ev": 0.2, "homo_energy_ev": -8.795}